*A*
21
Properties=species:S:1:pos:R:3 method="wB97M-V/def2-TZVPD" homo_energy_ev="-12.7 / -12.7" spin_multiplicity=2 lumo_energy_ev="-4.998 / -8.479" s_squared=0.7522 total_charge=+1 gap_ev="7.7 / 4.3"
O 5.525 4.750 -0.918
O 2.753 6.087 -1.740
C -0.795 -0.937 0.652
C -1.380 -2.216 0.635
C 0.655 -0.730 0.662
C -3.221 -3.841 0.263
C -2.836 -2.439 0.697
H 2.611 5.451 -2.445
H -3.272 -1.594 0.151
H 1.230 -1.486 0.126
H 5.424 4.051 -0.267
H 1.923 6.532 -1.556
H -0.693 -3.055 0.533
H -4.297 -3.960 0.133
H -2.882 -4.594 0.983
H -1.442 -0.083 0.484
H -2.797 -4.119 -0.707
H 0.850 0.219 0.130
H 4.634 4.923 -1.259
H 1.078 -0.630 1.677
H -3.070 -2.331 1.766

***

*B*
21
Properties=species:S:1:pos:R:3 method="wB97M-V/def2-TZVPD" homo_energy_ev="-14.3 / -14.3" spin_multiplicity=2 lumo_energy_ev="-3.278 / -10.001" s_squared=0.7550 total_charge=+1 gap_ev="11.0 / 4.3"
O -2.398 -0.333 1.015
O 1.135 3.962 -1.854
C -1.143 0.224 1.304
C -0.015 -0.902 -0.668
C -0.373 0.428 0.017
C 2.029 -1.903 0.368
C 0.509 -2.068 0.188
H 0.481 -2.903 -0.516
H 2.538 -2.307 -0.510
H 1.322 3.973 -2.777
H -1.051 -1.192 -1.008
H -1.424 1.217 1.696
H -0.860 1.131 -0.666
H 2.427 -0.911 0.567
H -0.142 -2.199 1.038
H 2.347 -2.626 1.130
H 0.321 3.486 -1.710
H 0.645 -0.701 -1.508
H -0.529 -0.278 2.049
H 0.597 0.943 0.130
H -2.470 -1.214 1.376

***

Most favorable structure: *A*. The second most favorable one is 30.5 kcal/mol above it.

***

*A*
7
Properties=species:S:1:pos:R:3 method="wB97M-V/def2-TZVPD" homo_energy_ev=-10.7 lumo_energy_ev=-1.255 gap_ev=9.4
Cl 1.159 -1.551 -0.177
F 1.412 0.931 -0.156
O -1.855 -0.916 -0.024
C 0.601 0.062 0.238
C -0.929 0.196 -0.228
H -0.874 1.279 -1.082
H 0.486 -0.002 1.430

***

*B*
7
Properties=species:S:1:pos:R:3 method="wB97M-V/def2-TZVPD" homo_energy_ev=-11.2 lumo_energy_ev=0.892 gap_ev=12.1
Cl -0.457 1.345 -2.714
F -1.717 1.964 -0.581
O -1.473 -0.299 -0.853
C -0.256 0.068 -0.213
C -1.013 0.942 -1.104
H 0.632 -0.427 -0.585
H -0.328 0.218 0.857

***

Most favorable structure: *B*. The second most favorable one is 70.4 kcal/mol above it.

***

*A*
16
Properties=species:S:1:pos:R:3 method="wB97M-V/def2-TZVPD" homo_energy_ev="-6.8 / -6.8" lumo_energy_ev="0.032 / 0.033" gap_ev="6.8 / 6.8"
S 2.712 -0.395 0.318
O 0.752 1.687 -0.511
O -1.025 0.048 0.699
C -0.320 2.455 -0.783
C 1.861 -1.723 -0.709
C -2.105 -0.765 1.200
B 1.697 0.997 -0.151
H -0.202 3.161 -1.602
H -2.819 -1.095 0.456
H 0.856 -1.636 -0.587
H 2.282 -1.638 -1.835
H -2.572 -0.386 2.099
H -0.293 3.043 0.129
H -1.641 -1.769 1.498
H -1.446 0.718 0.287
H 2.264 -2.701 -0.508

***

*B*
16
Properties=species:S:1:pos:R:3 method="wB97M-V/def2-TZVPD" homo_energy_ev=-9.0 lumo_energy_ev=-0.083 gap_ev=8.9
S -0.594 1.505 -0.717
O 2.877 2.479 0.414
O 2.723 0.008 0.813
C -2.363 -0.467 0.044
C -0.843 -0.161 -0.020
C 0.109 -1.088 -0.826
B 2.702 1.326 0.645
H -0.225 -2.048 -0.875
H 1.148 -0.818 -0.455
H -0.005 2.114 0.338
H -0.606 -0.098 0.963
H 0.051 -0.838 -1.832
H -2.617 -1.555 0.137
H 3.001 -0.466 1.620
H -2.702 0.297 0.725
H -2.657 -0.190 -0.975

***

Most favorable structure: *B*. The second most favorable one is 117.8 kcal/mol above it.

***

*A*
23
Properties=species:S:1:pos:R:3 method="wB97M-V/def2-TZVPD" homo_energy_ev=-8.8 lumo_energy_ev=0.584 gap_ev=9.4
S -1.982 2.970 -0.760
O 1.451 -0.528 2.424
O 0.292 -3.774 0.798
O 2.436 1.577 -1.860
N 0.606 -0.830 -0.573
C -0.788 -0.431 -0.752
C -1.500 0.404 0.316
C -1.003 1.836 0.377
H 2.664 2.484 -1.652
H 0.040 -2.961 0.325
H -2.560 0.323 0.056
H 2.565 1.368 -2.786
H -2.196 1.972 -1.623
H -0.005 1.957 -0.008
H -0.549 -4.163 1.060
H 1.220 -0.146 -0.988
H 0.759 -0.964 0.417
H -0.864 0.113 -1.695
H 2.366 -0.829 2.402
H -1.392 -1.329 -0.897
H -1.069 2.273 1.364
H 0.947 -1.288 2.738
H -1.438 -0.035 1.319

***

*B*
23
Properties=species:S:1:pos:R:3 method="wB97M-V/def2-TZVPD" homo_energy_ev=-9.2 lumo_energy_ev=-1.992 gap_ev=7.2
S 0.751 0.216 -2.592
O 0.947 1.057 2.468
O -1.719 0.189 2.763
O 1.281 2.058 0.032
N -0.075 -1.928 1.222
C -0.904 -0.132 -1.972
C -0.763 -1.885 -0.040
C -0.873 -0.373 -0.432
H -0.173 -2.384 -0.991
H -1.283 -0.683 2.664
H -1.442 -0.931 -2.510
H 1.138 1.555 1.639
H 0.800 -1.365 1.190
H -0.921 0.743 2.875
H -1.681 0.045 0.144
H -1.771 -2.351 -0.004
H 2.159 2.389 -0.216
H -0.054 0.168 -0.007
H 0.135 -2.838 1.639
H 2.340 0.070 -1.195
H 1.246 1.313 -0.629
H 1.176 1.584 3.232
H -1.377 0.790 -2.370

***

Most favorable structure: *A*. The second most favorable one is 74.2 kcal/mol above it.